ORCA calculation (wB97M-V/def2-TZVPD) on a 4-piece molecular cluster, C26H41FO13 overall in a non-equilibrium geometry.

Cartesian coordinates (Å):
1 F -0.10633 4.82751 3.25787
2 O -3.84535 2.78103 3.08932
3 O -3.05540 4.37349 1.75004
4 O 2.57528 3.51341 3.56184
5 O 2.89404 -2.10220 -3.91673
6 O 3.58363 2.08863 2.16510
7 O -0.76841 -1.00777 -1.04672
8 O 4.58860 -3.56808 -3.80596
9 O -0.60123 -5.14771 -3.79348
10 O 0.23032 -3.47552 -5.03457
11 O -2.92336 -0.69716 -1.48296
12 O -2.95760 1.58164 1.31660
13 O -5.24959 4.21850 2.09875
14 O -3.36000 -0.43418 3.72458
15 C -1.71938 -1.26352 -1.73417
16 C 4.88324 1.17792 4.05014
17 C 2.71216 -0.69367 -3.68817
18 C -0.90676 3.44910 1.05991
19 C 1.70280 3.35627 1.33175
20 C -3.34667 -0.68154 2.31716
21 C -4.18238 3.84720 2.28152
22 C -0.07959 -6.13012 -2.87804
23 C 4.81314 2.17693 2.89599
24 C 4.16897 -2.46018 -3.62920
25 C 3.81107 -0.29800 -2.71691
26 C -1.30882 4.15099 3.53198
27 C 4.93310 -1.25944 -3.10387
28 C -2.65808 2.27044 2.50063
29 C -2.20783 5.11196 4.31728
30 C -1.84448 -2.22615 -2.90534
31 C -3.92987 -1.23873 -2.35515
32 C 1.74236 -4.92886 -3.80162
33 C 0.34391 2.60178 1.46293
34 C 2.65182 3.02480 2.47158
35 C -1.98689 -1.17635 1.76078
36 C -3.16314 -1.79200 -3.54559
37 C 0.41649 -4.41157 -4.31157
38 C -1.91277 3.60315 2.21351
39 C 1.37872 -6.31864 -3.27902
40 C -3.88422 0.50593 1.51793
41 H -2.10257 -2.21024 1.41246
42 H -4.82756 0.86555 1.94558
43 H 4.08079 0.75379 -2.78164
44 H 2.08422 -4.26813 -3.00819
45 H 5.55773 -0.86865 -3.90849
46 H 3.99988 1.28872 4.68885
47 H 5.01074 3.18912 3.25889
48 H -1.89636 -3.24412 -2.51792
49 H 5.61247 1.93758 2.18089
50 H -3.01799 4.55135 4.79542
51 H 5.55494 -1.54490 -2.26035
52 H -1.17815 -1.12878 2.49851
53 H 1.55069 4.43737 1.30822
54 H -3.69346 -2.59168 -4.05738
55 H -1.07455 3.30042 4.18685
56 H 0.38345 1.69184 0.85559
57 H -1.58350 5.61643 5.05630
58 H 2.47693 -4.96097 -4.59794
59 H 2.00572 -6.66682 -2.46112
60 H -1.01102 -2.13485 -3.59336
61 H 5.75278 1.40030 4.68451
62 H -0.18168 -5.73992 -1.86244
63 H -1.41684 2.96842 0.21785
64 H 3.49088 -0.50015 -1.69467
65 H 1.71285 -0.53164 -3.29043
66 H -2.65702 5.83295 3.62767
67 H -0.67034 -7.03875 -2.96605
68 H -2.06225 1.63224 3.15752
69 H 0.26713 2.28579 2.51059
70 H 2.18060 3.04302 0.39675
71 H 1.44989 -7.04606 -4.08886
72 H -4.05646 -1.50560 2.13611
73 H 2.80026 -0.17898 -4.64725
74 H -4.62659 -0.44737 -2.62080
75 H 4.97198 0.15217 3.68209
76 H -0.59981 4.44121 0.70821
77 H -1.66864 -0.61740 0.86734
78 H -4.47081 -2.01668 -1.81126
79 H -2.97318 -0.99816 -4.26884
80 H -4.12116 0.11272 0.52319
81 H -2.48544 -0.61047 4.08947

Values from the calculation:
Largest force on an atom: 4.1 eV/A
Net charge: 0
SMILES: CCOC(=O)CCC[C@@]1([C@H](C)F)OC(=O)O[C@H]1OC[C@@H](C)O.O=C1CCCO1.O=C1CCCO1.O=C1CCCO1
DFT total energy: -2093.34242 Eh
E_HOMO: -9.89 eV
LUMO level: 0.40 eV
Frontier orbital gap: 10.29 eV